An isolated ion of composition C4H11N2 and charge +1, computed with ωB97M-V with the def2-TZVPD basis set.

Energy above the lowest of the compared OMol25 structures with the same formula, charge and spin = 49.8 kcal/mol
LUMO = -3.307 eV
Molecular weight = 87.1 g mol⁻¹
Max |F| = 4.020 eV/Å
E = -7298.7882 eV

ORCA input file:
```
! RIJCOSX wB97M-V def2-TZVPD def2/J DEFGRID3
* xyz 1 1
C 0.464 2.309 0.279
C 0.324 1.114 -0.302
N -0.622 0.771 -1.320
C 0.991 -0.094 0.372
C 0.032 -1.169 0.924
N -0.892 -1.823 -0.091
H 1.420 2.476 0.758
H -0.281 3.085 0.149
H -1.234 1.547 -1.550
H -0.149 0.513 -2.185
H 1.586 -0.009 1.302
H 1.825 -0.347 -0.332
H -0.535 -0.760 1.765
H 0.436 -2.075 1.390
H -1.125 -0.961 -0.753
H -1.780 -2.091 0.319
H -0.461 -2.488 -0.726
*
```